Density functional theory data (ωB97M-V with the def2-TZVPD basis set) for 5 unconnected molecules or ions with the total composition C28H48FNO16.

For the highest occupied orbital energy, the calculation gives -9.83 eV. Its multiplicity is 1. The calculation puts the energy at -66783.351 eV.

Each line ends with the Mulliken charge.
Atoms and positions in Å:
C: -4.0706 -0.6217 6.1282  -0.014
H: -7.1380 2.5639 -0.6083  0.234
O: 7.9445 -5.0218 -1.0469  -0.557
H: 0.1635 -0.4715 -2.4343  0.449
H: 1.2328 1.4778 -4.2674  0.030
C: -3.1384 -2.2774 7.4956  0.768
C: -2.0434 -3.8626 8.7942  -0.634
C: 3.7556 -0.3546 -4.4259  0.589
C: 3.5887 -0.0217 0.1677  -1.311
C: -0.0978 1.5925 -1.8195  -1.139
C: 7.4928 -3.4407 -3.1677  -0.127
C: 1.8647 2.2030 -4.7817  -0.249
H: -5.3239 1.2933 2.4837  0.335
F: 1.8677 1.8845 -6.1464  -0.368
C: 2.5572 -1.0517 -2.3446  -1.236
H: 11.1610 -6.8346 -0.9008  0.222
H: 0.3214 -0.2061 -0.6861  0.464
O: -6.7272 3.4335 5.2667  -0.319
H: -4.7154 3.6267 1.8047  0.304
H: -5.0278 -1.1201 6.2793  0.316
H: -2.7924 -1.0866 -3.0652  0.152
C: 7.5040 -2.1932 -2.3082  -0.822
C: 10.2245 -6.3164 -0.7178  -0.634
H: 1.4097 3.1906 -4.6697  0.379
O: -3.0019 -1.5477 6.3909  -0.375
H: -7.9017 5.0535 4.7120  0.296
C: -5.9266 3.3375 -2.2095  -0.230
H: -4.0823 0.3953 8.0234  0.387
O: 5.9183 -0.2297 -5.2988  -0.356
H: -3.2254 3.5157 2.7448  0.325
H: -3.6842 -0.3399 -4.4140  0.345
C: 4.9446 -1.1135 -4.8898  0.025
C: -3.9582 0.6310 6.9669  -0.933
H: 4.6212 0.3094 0.0158  0.290
O: -6.9559 3.0683 3.0501  -0.565
H: 6.6145 -1.5939 -2.5041  0.053
H: -3.4523 2.4944 1.3127  0.328
H: 8.3850 -1.5889 -2.5272  0.285
H: 6.6377 -4.0763 -2.9433  0.318
H: -2.9806 1.0968 6.8345  0.273
C: 0.5569 0.2071 -1.6746  -0.892
C: -3.9537 2.9404 2.1720  -1.147
C: 5.4414 1.0459 -5.0700  -0.095
H: -0.4266 1.9587 -0.8448  0.290
O: -5.1493 2.3912 4.2332  -0.223
C: -7.2446 2.8392 -1.6584  -1.048
C: -4.5688 1.8579 3.0302  -0.104
H: 7.5191 -2.4484 -1.2490  0.359
H: 3.2839 2.4560 -3.1940  0.353
H: 3.8239 3.0267 -4.7654  0.388
H: -1.1783 -4.5116 8.6977  0.219
H: -2.9507 -4.4587 8.8602  0.300
H: -4.5566 -1.2815 -3.1802  0.333
H: -5.9988 3.5886 -3.2672  0.329
H: 1.6459 -0.6393 -4.2939  0.469
C: 8.7905 -4.9199 -1.8984  0.723
O: 2.5121 1.9751 -0.4887  -0.575
H: 10.3194 -5.6806 0.1610  0.289
O: 8.7108 -4.1917 -3.0069  -0.358
H: -7.5945 1.9676 -2.2098  0.324
H: 1.9677 -1.9053 -1.9842  0.227
O: -3.8390 0.5601 -2.5415  -0.238
H: 3.5854 -1.2002 -2.0202  0.670
H: -4.7267 1.3455 6.6766  0.194
C: -4.8549 1.3629 -2.8743  0.698
H: 2.6299 -2.1226 -4.1959  0.466
O: -4.0706 -2.2530 8.2558  -0.555
H: 9.4242 -7.0370 -0.5651  0.296
H: -8.7572 3.4947 4.8059  0.300
H: -3.8031 1.1645 3.3720  0.182
H: -1.9443 -3.2438 9.6845  0.292
O: -5.6034 1.1936 -3.7998  -0.565
O: 5.1250 -2.2955 -4.8872  -0.539
H: -7.9989 3.6218 -1.7369  0.367
C: 2.5590 -1.0766 -3.8886  -0.686
C: 4.0433 0.9518 -4.5397  0.808
C: 3.2908 2.2140 -4.2614  -0.571
C: 2.6933 0.7993 -0.7396  0.485
H: 3.5523 -1.0952 0.0025  0.396
O: 9.9806 -5.5231 -1.8813  -0.347
C: -6.3348 2.9800 4.0767  0.742
H: 7.4539 -3.1835 -4.2209  0.261
H: -0.9626 1.5536 -2.4827  0.323
O: -4.8705 2.3793 -2.0175  -0.294
H: -5.5953 4.2214 -1.6682  0.302
N: 2.0317 0.2158 -1.8442  0.784
H: 0.6321 2.3189 -2.1750  0.309
H: -3.9742 -0.3883 5.0704  0.093
H: 3.3128 0.2320 1.1896  0.390
C: -3.7215 -0.6067 -3.3603  -0.698
H: -8.2266 4.3110 6.2967  0.218
O: 6.0952 2.0217 -5.2702  -0.542
O: -2.0550 -3.0458 7.6204  -0.351
C: -7.9857 4.1146 5.2566  -0.654

---

Density functional theory data (ωB97M-V with the def2-TZVPD basis set) for a molecular structure, C28H48N3NbO7P at a distorted geometry.

For the highest occupied orbital energy, the calculation gives -3.69 eV. Its multiplicity is 1. The calculation puts the energy at -59448.349 eV. The total charge is -1.

Each line ends with the Mulliken charge.
Atoms and positions in Å:
H: -0.6740 3.6172 0.3806  0.349
O: 2.5448 -1.7437 3.1176  -0.510
C: -2.7666 4.0975 3.6113  -1.483
H: 0.5442 4.6541 1.0758  0.413
N: -0.6701 3.6506 2.4627  0.539
C: -3.1923 -2.5853 -1.3107  -1.021
H: -2.4177 4.6524 4.4854  0.413
H: 4.2010 -4.2932 -7.6951  0.373
O: -2.1516 5.2011 1.5590  -0.615
C: 2.5581 -0.5325 7.8350  -0.413
H: -3.3323 3.8451 -0.3200  0.124
C: 1.2341 -4.7458 -6.1342  -0.318
H: -1.0382 1.0588 2.3029  0.228
Nb: -0.3779 -0.7650 0.1809  -1.174
C: 0.1857 4.1258 3.5607  -1.294
H: 0.7512 -5.3438 -5.3770  0.473
H: 0.6174 -2.0699 1.0391  -0.004
N: 3.4262 -1.2532 3.7724  1.080
C: 1.1139 1.3926 2.0112  0.004
C: -2.9003 1.3502 0.3255  0.856
O: 1.2866 -0.3072 -0.8185  -0.261
H: -3.1865 0.4880 0.9322  0.403
H: 2.9380 -0.9595 0.2202  0.063
H: -3.5445 -3.4949 -1.8011  0.365
H: 0.5082 -1.1668 -3.7393  0.109
P: -1.4124 -2.2257 -1.6624  0.307
C: 1.8866 -1.3577 5.6777  -0.201
C: -4.2980 3.3641 -0.5119  -0.245
C: 3.1340 -1.0087 5.1992  0.147
H: 0.5131 -2.1717 -8.2211  0.451
H: -3.7984 -1.7460 -1.6680  0.227
H: -3.3225 -2.6537 -0.2329  0.289
H: 1.0575 2.1646 0.0220  0.306
H: 0.6308 -1.3761 7.4061  0.379
H: -2.4924 -0.6970 -3.2276  0.227
H: -2.0685 0.7389 -1.5609  0.326
C: -1.6878 0.9821 -0.5599  -0.280
H: 2.0946 3.0581 1.1031  0.450
H: 2.8969 -2.5235 -8.8249  0.364
H: 0.0008 -0.2428 2.8290  0.445
O: 4.5211 -0.9283 3.3610  -0.661
C: 1.1000 -2.9426 -7.7466  -0.401
H: 4.5474 0.2649 7.9672  0.362
O: -1.4754 -2.6415 -6.9797  -0.611
H: -1.8284 -2.0997 -4.0362  0.314
H: 5.0614 -0.1703 5.5740  0.452
H: 1.9602 0.7504 1.7344  0.110
C: 1.6029 -1.1145 7.0123  -0.594
H: 3.1339 -5.7101 -5.9736  0.372
H: -0.5423 -0.1391 -4.7225  0.405
C: 2.5634 -4.9399 -6.4731  -0.517
C: 2.5540 -0.9300 -0.8066  -0.139
C: 1.1155 2.5661 1.0387  -0.730
C: -1.6058 -1.3395 -3.2783  -0.326
H: -4.1071 1.4500 -1.4659  0.272
C: 2.5556 -2.3314 -1.3930  -0.883
O: -1.3391 -4.2301 -5.5437  -0.595
H: 2.2394 -3.0715 -0.6583  0.219
C: 4.1019 -0.4287 5.9944  -0.495
H: -5.2362 3.3094 1.1870  0.329
H: 1.1918 3.7529 3.3982  0.486
H: -0.1902 0.3014 -3.0448  0.195
H: -1.7496 -1.5158 1.1409  -0.020
H: -2.7722 3.0378 3.8544  0.289
H: -4.6406 3.6905 -1.4957  0.366
H: -2.5862 2.1379 1.0230  -0.776
O: -5.2635 3.8777 0.4169  -0.599
H: -3.7685 4.4477 3.3624  0.431
H: -5.0554 1.4519 0.0098  0.420
N: -0.8784 -3.5255 -6.4082  1.054
C: 2.4300 -3.1474 -8.0758  -0.433
H: 3.5632 -2.5758 -1.7400  0.428
H: 1.3569 1.7617 3.0180  0.567
H: 3.2436 -0.3010 -1.3874  0.328
H: -1.0519 1.8693 -0.7001  0.036
H: 1.1585 -1.7992 5.0135  0.469
H: 1.8775 -2.3832 -2.2472  -0.014
C: 0.5309 -3.7493 -6.7814  0.170
C: -1.8637 4.3889 2.4433  0.620
C: 3.1605 -4.1429 -7.4404  -0.389
C: -4.1369 1.8454 -0.4454  -1.086
H: 0.2176 5.2204 3.6121  0.349
C: 3.8049 -0.1911 7.3269  -0.393
H: 2.3288 -0.3397 8.8746  0.378
H: -0.1605 3.7415 4.5228  0.307
C: -0.1314 0.5076 2.0389  -1.059
C: 0.0563 3.6761 1.1900  -0.905
C: -0.3854 -0.5392 -3.7151  -0.992

---

Density functional theory data (ωB97M-V with the def2-TZVPD basis set) for 5 unconnected molecules or ions with the total composition C28H48N5O10S4 at a distorted geometry.

For the highest occupied orbital energy, the calculation gives -11.47 eV. Its multiplicity is 1. The calculation puts the energy at -101072.439 eV. The total charge is +1. The value obtained for the energy above the lowest of the compared OMol25 structures with the same formula, charge and spin is 0.000 eV.

Each line ends with the Mulliken charge.
Atoms and positions in Å:
H: -2.0270 -2.5422 -2.6868  0.214
H: -2.7967 4.3422 -0.5338  0.394
C: 2.7594 0.3682 0.4938  -0.301
H: 1.2167 -3.0472 -3.6895  -0.327
H: 1.0782 -5.9459 -4.6482  0.374
N: -0.5370 -3.1254 -0.1012  0.160
H: 0.3612 7.4941 -0.5135  0.388
S: -3.1159 2.2859 2.4040  1.248
H: 3.4738 6.2734 -2.6715  0.382
C: 1.1277 1.4867 -0.8879  -0.397
H: 0.7593 0.1515 3.9741  0.140
C: 1.7292 -3.4725 -5.7328  -0.956
H: 2.4920 8.2782 -1.3075  0.349
S: 0.4451 -1.7763 5.3211  1.009
H: 1.5000 -1.8260 1.0492  0.077
C: -2.4843 -1.8475 -1.9835  -0.854
C: -4.4976 3.2899 0.3592  -0.818
H: 3.0522 4.4989 -1.0033  0.382
H: -3.7030 -2.5039 -0.3611  0.278
C: 1.4509 -3.9805 1.1284  -0.949
C: -0.5938 -4.6461 -5.1008  -0.533
C: 2.5134 6.2654 -2.1597  -0.695
H: 2.1426 -2.4774 -5.8776  0.430
H: -1.8816 -0.9441 -1.8810  0.298
O: 4.4145 -3.2377 1.2803  -0.546
N: -2.1584 -3.6486 1.2750  -0.682
C: 0.6061 -5.0522 -4.2383  -0.701
H: -0.8867 -4.6065 2.6868  0.458
C: 0.3143 -0.0287 4.9506  -0.517
H: 4.0377 -2.1562 -1.1430  0.352
C: -2.3146 3.5503 1.4245  -0.486
C: -2.9999 3.4596 0.0662  -0.264
S: 0.0384 -3.4878 -6.3275  1.152
C: 1.6059 -3.8871 -4.2720  0.200
C: 2.9664 -0.5717 -0.5155  0.391
H: 2.4956 -1.1799 -2.5095  0.373
C: 2.2101 4.8895 -1.5744  -0.640
C: -0.9994 -4.0784 1.7535  -0.100
H: -1.5715 -0.4324 6.9893  0.345
C: -1.1810 0.3019 4.9818  0.108
H: -2.9298 -0.6518 5.8876  0.385
H: -5.4721 2.3910 2.1148  0.412
C: -1.3002 -2.0597 5.5993  -0.648
H: -1.3431 1.3370 5.2763  0.583
H: 3.3199 0.2652 1.4145  0.490
H: 1.7440 6.5380 -2.8849  0.307
C: 1.3742 0.5832 -1.9233  -1.172
H: 0.3921 2.2698 -1.0293  0.859
H: 2.2319 -2.5508 2.4543  0.180
H: -1.5976 0.1835 3.9834  -0.285
H: 0.2894 -5.2881 -3.2223  0.240
H: -1.0536 -5.4825 -5.6202  0.438
H: 3.3736 7.0912 -0.3576  0.305
H: -1.2444 3.3566 1.3973  0.099
O: -0.3811 5.0574 -1.1154  -0.656
H: 1.5302 -4.6030 2.0170  0.293
H: 2.5698 -4.1729 -3.8516  0.470
C: -4.6357 2.2133 1.4436  -0.784
H: -4.7059 1.2121 1.0231  0.329
H: 1.6342 2.0973 1.1029  0.627
O: -0.5489 -2.1966 -6.0644  -0.646
O: -2.4000 1.0410 2.2081  -0.589
H: 0.1380 -1.7234 -1.1859  0.204
C: 2.2859 -0.4539 -1.7307  -0.891
H: -5.0570 3.0156 -0.5338  0.391
O: -0.0198 -4.0772 -7.6346  -0.661
O: -3.3809 2.7715 3.7325  -0.771
H: -1.7282 -2.4142 4.6609  0.221
C: -1.8443 -0.6792 5.9614  -0.947
O: 1.1657 -1.9531 6.5513  -0.695
H: -2.6254 2.5900 -0.4805  0.057
N: 3.8538 -1.6630 -0.2781  -0.220
H: 0.8582 0.6800 -2.8717  0.556
C: 1.2258 6.9370 -0.1581  -0.845
S: 0.8771 5.1937 -0.4177  1.307
C: -1.8662 -3.0454 0.1085  0.310
C: 2.4873 7.2419 -0.9760  -0.648
H: -1.4162 -2.8128 6.3754  0.474
H: 0.8799 0.5002 5.7156  0.379
C: 1.8267 1.3855 0.3123  -0.466
O: 0.8697 -2.4809 4.1239  -0.554
H: -4.9064 4.2335 0.7236  0.318
C: 3.5506 -2.5586 0.8001  -0.200
H: -3.4366 -1.5487 -2.4122  0.394
O: 0.3027 -2.6781 -1.0657  0.201
H: 1.3605 7.1022 0.9077  0.374
N: -2.7563 -2.4781 -0.7003  -0.082
H: 1.8827 4.1564 -2.3078  0.382
H: -1.3472 -4.1140 -4.5228  0.073
H: 1.8770 -4.5456 0.3005  0.451
H: 2.2916 -4.1992 -6.3177  0.409
H: -2.5090 4.5061 1.9101  0.409
N: 0.0226 -3.7754 0.9598  0.031
O: 1.1000 4.4534 0.8020  -0.703
C: 2.1485 -2.6309 1.3771  0.771